Model a:
Molecular formula: C3H12N2O3
Method: DFT, ωB97M-V/def2-TZVPD

Positions of all 20 atoms, in Å:
C  -0.71359  0.66672  -1.61665
C  0.32973  0.09723  -0.67789
N  0.53726  0.98704  0.49635
C  0.05263  -1.31586  -0.25386
N  -1.19946  -1.58813  0.21305
O  0.91129  -2.18585  -0.28387
H  -1.71457  0.60665  -1.17718
H  -0.93005  0.16297  -2.60427
H  -0.51499  1.69565  -1.89762
H  1.22371  0.02868  -1.32090
H  1.26476  1.66702  0.30485
H  0.90153  0.41721  1.25688
H  -1.47648  -2.41749  0.70355
H  -1.81161  -0.78598  0.28808
O  -2.09140  1.34752  1.17036
H  -1.20171  1.54951  0.77108
H  -2.00542  1.90358  1.96024
O  2.98113  -0.64882  1.14215
H  3.10966  -0.83146  0.20358
H  2.34758  -1.35620  1.32206

Properties
E_HOMO = -9.94 eV
SMILES string = C[C@@H](N)C(N)=O.O.O
LUMO = 0.734 eV
HOMO-LUMO gap = 10.678 eV

***

Model b:
Molecular formula: C3H12N2O3
Method: DFT, ωB97M-V/def2-TZVPD

Positions of all 20 atoms, in Å:
C  -1.48813  1.66799  -0.01393
N  -0.02530  1.41768  0.06022
C  0.16216  0.22023  0.90906
C  1.58446  0.18116  0.93145
N  2.31012  0.08129  2.10190
O  2.14205  -0.15852  -0.11165
H  -1.64397  2.17769  0.99153
H  -1.93119  0.62715  -0.09109
H  -1.67009  2.32903  -0.91261
H  0.19406  1.18973  -0.92483
H  -0.15529  -0.59506  0.26466
H  -0.48196  0.30368  1.84258
H  2.01621  0.49472  3.03267
H  3.26417  -0.02122  1.92495
O  0.56117  -0.54731  -2.14878
H  0.98687  -0.60984  -1.18710
H  -0.38818  -0.93246  -2.02176
O  -1.60837  -2.35229  -1.21552
H  -1.45432  -3.27827  -1.50652
H  -2.37445  -2.19538  -1.92523

Properties
E_HOMO = -8.97 eV
SMILES string = CNCC(N)=O.O.O
LUMO = 0.395 eV
HOMO-LUMO gap = 9.367 eV

***

model a wins, 44.9 kcal/mol ahead of the next structure.

***

Model a:
Molecular formula: C2H7N3
Method: DFT, ωB97M-V/def2-TZVPD

Positions of all 12 atoms, in Å:
H  -1.14617  -1.93345  -1.28742
N  -0.12909  -1.84008  -1.82071
C  0.78920  -1.12406  -1.11691
N  0.79041  -0.23268  -0.04841
N  -0.19817  -0.03777  0.84967
C  -0.67672  1.31279  0.93628
H  1.53374  -0.98539  -1.80903
H  1.50075  0.42746  0.15624
H  0.02651  -0.45461  1.66671
H  -1.58470  1.45695  1.61951
H  0.00818  1.98533  0.93884
H  -0.91394  1.42552  -0.08477

Properties
E_HOMO = -8.84 eV
SMILES string = [H]/N=C\NNC
LUMO = 0.850 eV
HOMO-LUMO gap = 9.692 eV

***

Model b:
Molecular formula: C2H7N3
Method: DFT, ωB97M-V/def2-TZVPD

Positions of all 12 atoms, in Å:
C  2.38510  0.27083  0.00118
N  1.16589  -0.53978  0.09821
C  0.06443  0.09112  -0.06666
N  -1.16836  -0.47685  -0.10910
N  -2.25380  0.42095  0.03039
H  2.91235  0.04035  -1.01820
H  3.04559  0.11490  0.86299
H  2.07125  1.38688  0.03024
H  -0.06816  1.20659  -0.19029
H  -1.31618  -1.48182  0.16647
H  -3.02236  0.25361  -0.60146
H  -2.52581  0.47754  1.00668

Properties
E_HOMO = -8.68 eV
SMILES string = C/N=C/NN
LUMO = 1.115 eV
HOMO-LUMO gap = 9.792 eV

***

model b wins, 45.2 kcal/mol ahead of the next structure.

***

Model a:
Molecular formula: C2H7N3
Method: DFT, ωB97M-V/def2-TZVPD

Positions of all 12 atoms, in Å:
H  -1.44692  0.81593  -1.73038
N  -1.21658  0.64061  -0.76121
C  -0.00077  0.29434  -0.59484
N  0.90988  0.22088  -1.69359
N  0.46634  -0.31412  0.54320
C  -0.22504  -0.08294  1.80344
H  1.41770  -0.65255  -1.77734
H  0.32652  0.27839  -2.52268
H  0.97765  -1.16569  0.40790
H  -0.25737  -0.99508  2.39373
H  -1.22547  0.26085  1.55612
H  0.27407  0.69936  2.37565

Properties
E_HOMO = -8.80 eV
SMILES string = [H]/N=C(\N)NC
LUMO = 0.912 eV
HOMO-LUMO gap = 9.712 eV

***

Model b:
Molecular formula: C2H7N3
Method: DFT, ωB97M-V/def2-TZVPD

Positions of all 12 atoms, in Å:
C  0.42035  1.95299  0.82695
N  0.59391  1.09177  -0.06925
N  1.10421  1.39556  -1.33517
H  -0.10743  1.57459  1.74535
H  0.70805  3.04892  0.72049
H  0.71203  2.14297  -1.78540
H  0.98221  0.65579  -1.98264
C  -1.02551  -2.72514  0.21641
N  -0.10890  -1.94214  0.54889
H  -1.99717  -2.35013  0.18719
H  -0.89750  -3.69766  -0.18047
H  -0.38424  -1.14751  1.10764

Properties
E_HOMO = -9.10 eV
SMILES string = C=NN.C=N
LUMO = 1.095 eV
HOMO-LUMO gap = 10.199 eV

***

Model c:
Molecular formula: C2H7N3
Method: DFT, ωB97M-V/def2-TZVPD

Positions of all 12 atoms, in Å:
H  2.44037  -0.05171  -0.99380
N  1.56959  -0.49967  -0.49733
C  0.42696  0.07833  -0.44321
N  0.37601  1.38240  -0.87481
C  -0.87652  -0.32489  0.26995
N  -0.95812  -1.28639  1.20217
H  1.18976  1.68078  -1.44962
H  -0.05702  2.35224  -0.46384
H  -1.76777  -0.66678  -0.47445
H  -1.48604  0.55498  0.77758
H  -0.35129  -1.18479  2.22510
H  -0.50593  -2.03450  0.72225

Properties
E_HOMO = -8.91 eV
SMILES string = [H]/N=C(\N)CN
LUMO = 0.920 eV
HOMO-LUMO gap = 9.826 eV

***

model a wins, 53.4 kcal/mol ahead of the next structure.

***

Model a:
Molecular formula: C3H3F2NO
Method: DFT, ωB97M-V/def2-TZVPD

Positions of all 10 atoms, in Å:
C  -0.62909  -0.38156  0.09358
C  -0.36642  0.80943  0.99265
C  0.75868  -0.52518  -0.51737
N  1.21593  0.77909  -0.49013
O  0.56886  1.45069  0.34534
F  1.62349  -1.27841  0.26258
F  -1.25570  0.15050  -1.05064
H  -1.34402  -1.29241  0.32577
H  -1.13197  1.13309  1.61331
H  0.56025  -0.84525  -1.57508

Properties
E_HOMO (spin up / spin down) = -9.19 / -9.54 eV
LUMO (spin up / spin down) = -0.478 / -0.575 eV
HOMO-LUMO gap (spin up / spin down) = 8.709 / 8.969 eV

***

Model b:
Molecular formula: C3H3F2NO
Method: DFT, ωB97M-V/def2-TZVPD

Positions of all 10 atoms, in Å:
C  1.38519  0.92961  -0.02189
C  1.13752  -0.43081  -0.11375
C  -1.51518  0.42210  0.03017
N  1.41972  2.05252  -0.32429
O  1.25394  -1.23718  0.91625
F  -2.08158  0.07007  1.22795
F  -2.00361  -0.27651  -0.94877
H  0.74486  -0.79083  -1.13212
H  -1.31604  1.43719  -0.24555
H  0.97517  -2.17616  0.61201

Properties
E_HOMO (spin up / spin down) = -8.78 / -8.29 eV
LUMO (spin up / spin down) = -0.352 / 0.098 eV
HOMO-LUMO gap (spin up / spin down) = 8.423 / 8.385 eV

***

model b wins, 22.5 kcal/mol ahead of the next structure.

***

Model a:
Molecular formula: C3H10N2S
Method: DFT, ωB97M-V/def2-TZVPD

Positions of all 16 atoms, in Å:
N  -0.18347  -2.92068  -0.59853
C  0.36483  -1.78142  0.15394
C  -0.19728  -0.40001  -0.22125
N  0.28460  0.14476  -1.47280
C  0.10260  0.50832  1.01666
S  -0.17947  2.27887  0.64897
H  -1.06211  -2.68182  -1.04492
H  -0.40090  -3.68284  0.01968
H  1.43828  -1.82188  -0.09336
H  0.28376  -1.89289  1.23834
H  -1.28514  -0.49881  -0.28042
H  -0.43331  0.08554  -2.19041
H  1.04616  -0.41750  -1.83520
H  1.01368  0.20466  1.53643
H  -0.64459  0.24754  1.77153
H  0.45493  2.30491  -0.54225

Properties
E_HOMO = -8.80 eV
SMILES string = NC[C@H](N)CS
LUMO = 0.935 eV
HOMO-LUMO gap = 9.730 eV

***

Model b:
Molecular formula: C3H10N2S
Method: DFT, ωB97M-V/def2-TZVPD

Positions of all 16 atoms, in Å:
C  -0.10766  0.52804  0.29341
C  -1.56465  -0.28705  0.12065
S  -1.59150  -1.51201  1.35085
N  -0.06396  1.30263  -0.80912
C  0.86673  0.87118  -1.79539
N  2.25300  1.06951  -1.32453
H  -0.25574  1.12739  1.18392
H  0.68101  -0.20329  0.42150
H  -1.32742  -3.70799  3.93765
H  -1.54378  -0.79210  -0.85380
H  -2.43867  0.34560  0.26169
H  -1.44065  -3.14037  4.39880
H  0.77612  -0.18535  -2.01415
H  0.71700  1.41454  -2.74372
H  2.77570  1.61078  -2.00249
H  2.26447  1.55849  -0.42526

Properties
E_HOMO = -8.35 eV
LUMO = -2.633 eV
HOMO-LUMO gap = 5.713 eV

***

model a wins, 113.3 kcal/mol ahead of the next structure.

***

Model a:
Molecular formula: C3H10N2S
Method: DFT, ωB97M-V/def2-TZVPD

Positions of all 16 atoms, in Å:
C  2.43800  1.75984  0.85649
C  -1.36033  -0.44865  1.20710
C  0.06192  -1.32420  -1.14810
N  -2.35774  -0.54994  -1.29964
N  1.71319  1.09570  0.11667
S  -1.12305  -0.01303  -0.57845
H  2.84528  2.74103  0.73586
H  1.53424  1.46728  -0.76056
H  2.72185  1.37188  1.84837
H  -0.48096  -0.14703  1.92994
H  -2.18420  0.14302  1.39593
H  -1.57858  -1.47955  1.36774
H  -0.63011  -1.98325  -1.69556
H  0.70328  -0.87076  -1.92581
H  0.64237  -1.79834  -0.31924
H  -2.94517  0.03603  -1.73076

Properties
E_HOMO = -8.23 eV
LUMO = 0.788 eV
HOMO-LUMO gap = 9.021 eV

***

Model b:
Molecular formula: C3H10N2S
Method: DFT, ωB97M-V/def2-TZVPD

Positions of all 16 atoms, in Å:
N  -1.84582  0.44661  1.18511
C  -0.37015  0.29737  1.32112
C  0.31347  -0.43862  0.19539
N  1.64671  -0.98197  0.56020
C  0.47007  0.45001  -1.06198
S  0.58688  -0.57275  -2.67898
H  -2.44710  -0.32534  1.04246
H  -2.45059  1.28879  0.96662
H  0.05033  1.30391  1.50844
H  -0.20444  -0.16205  2.18984
H  -0.31493  -1.37093  -0.12862
H  2.04023  -1.17854  -0.38849
H  2.14863  -0.16245  0.79582
H  -0.39675  1.03274  -1.31703
H  1.36015  1.11854  -1.02176
H  -0.58671  -0.74532  -3.16814

Properties
E_HOMO = -8.93 eV
SMILES string = NC[C@H](N)CS
LUMO = 0.910 eV
HOMO-LUMO gap = 9.844 eV

***

model b wins, 46.6 kcal/mol ahead of the next structure.